Entry 1
# C4H7N2O

The ion C4H7N2O with charge +1 (ωB97M-V with the def2-TZVPD basis set, OMol25).

The geometry in ORCA input format:
```
! RIJCOSX wB97M-V def2-TZVPD def2/J DEFGRID3
* xyz 1 1
C -0.3203 -2.0891 -1.1045
C 0.4293 -0.2525 0.2746
C -1.1771 1.4689 -0.5368
C 0.1609 1.2646 0.1489
N -0.0427 -1.1229 -0.4922
N 1.5533 -1.8611 1.4705
O 1.2029 -0.6657 1.3288
H -0.5789 -2.9249 -1.7076
H -1.2405 1.4743 -1.7388
H -1.4052 2.4684 -0.2719
H -1.8327 0.7047 -0.3223
H 0.1142 1.8050 1.1470
H 0.9735 1.6844 -0.4569
H 2.1633 -1.9542 2.2612
*
```

The frontier orbital gap (alpha / beta) comes out at 8.88 / 7.92 eV. The LUMO energy (alpha / beta) comes out at -5.1 / -6.2 eV. The value obtained for the HOMO energy (alpha / beta) is -13.94 / -14.16 eV.

natural (NBO) atomic charges, in units of e: number 1, C, carries 0.411; number 2, C, carries 0.474; number 3, C, carries -0.616; number 4, C, carries -0.453; number 5, N, carries -0.305; number 6, N, carries -0.195; number 7, O, carries -0.175; number 8, H, carries 0.297; number 9, H, carries 0.225; number 10, H, carries 0.249; number 11, H, carries 0.210; number 12, H, carries 0.270; number 13, H, carries 0.259; number 14, H, carries 0.347

Entry 2
# C4H7N2O

The ion C4H7N2O with charge +1 (ωB97M-V with the def2-TZVPD basis set, OMol25).

The geometry in ORCA input format:
```
! RIJCOSX wB97M-V def2-TZVPD def2/J DEFGRID3
* xyz 1 1
C 0.3573 1.6626 -0.4072
C -0.6713 0.6715 -0.1078
O -1.9052 1.0599 0.0286
C -2.6529 -0.0134 0.2775
N -1.9426 -1.0936 0.3428
N -0.6571 -0.6472 0.0405
C 0.3073 -1.6467 -0.1037
H 0.4424 2.4628 0.3706
H 1.3706 1.1349 -0.6143
H -0.0194 2.0534 -1.4283
H -3.6559 0.1189 0.2995
H -0.0894 -2.5182 -0.6289
H 1.2619 -1.3639 -0.5748
H 0.5917 -2.0672 0.9604
*
```

The frontier orbital gap comes out at 11.91 eV. The LUMO energy comes out at -4.0 eV. The value obtained for the HOMO energy is -15.90 eV. Its SMILES is Cc1ocn[n+]1C.

natural (NBO) atomic charges, in units of e: number 1, C, carries -0.706; number 2, C, carries 0.626; number 3, O, carries -0.347; number 4, C, carries 0.353; number 5, N, carries -0.198; number 6, N, carries -0.152; number 7, C, carries -0.455; number 8, H, carries 0.300; number 9, H, carries 0.273; number 10, H, carries 0.289; number 11, H, carries 0.237; number 12, H, carries 0.268; number 13, H, carries 0.254; number 14, H, carries 0.257

Entry 3
# C4H7N2O

The ion C4H7N2O with charge +1 (ωB97M-V with the def2-TZVPD basis set, OMol25).

The geometry in ORCA input format:
```
! RIJCOSX wB97M-V def2-TZVPD def2/J DEFGRID3
* xyz 1 1
C 3.1052 0.8393 0.0923
C 2.0504 0.2551 0.2674
C 0.8633 -0.4671 0.0656
N 0.8393 -1.8025 0.0012
N -0.2568 0.2988 0.1520
O -1.4896 -0.2043 0.3049
C -2.4451 0.6427 -0.2262
H 3.9014 1.5263 0.3131
H 1.6827 -2.3858 -0.1972
H 0.0639 -2.2461 -0.3827
H -0.1218 1.1305 0.6225
H -3.3190 0.2386 0.3032
H -2.7069 0.5147 -1.3780
H -2.1669 1.6599 0.0619
*
```

The frontier orbital gap comes out at 9.63 eV. The LUMO energy comes out at -5.0 eV. The value obtained for the HOMO energy is -14.60 eV. Its SMILES is C#C/C(N)=[NH+]/OC.

natural (NBO) atomic charges, in units of e: number 1, C, carries 0.034; number 2, C, carries -0.182; number 3, C, carries 0.464; number 4, N, carries -0.688; number 5, N, carries -0.201; number 6, O, carries -0.328; number 7, C, carries -0.271; number 8, H, carries 0.274; number 9, H, carries 0.447; number 10, H, carries 0.424; number 11, H, carries 0.400; number 12, H, carries 0.230; number 13, H, carries 0.209; number 14, H, carries 0.187

Entry 4
# C4H7N2O

The ion C4H7N2O with charge +1 (ωB97M-V with the def2-TZVPD basis set, OMol25).

The geometry in ORCA input format:
```
! RIJCOSX wB97M-V def2-TZVPD def2/J DEFGRID3
* xyz 1 1
C 0.0903 1.1544 1.3900
C 0.6834 0.7658 0.1247
O 1.8101 0.8799 -0.1698
C -0.3568 0.0266 -0.8327
C -0.3746 -1.4994 -0.0693
N 0.1817 -0.0872 -2.0765
N 0.9396 -0.2116 -2.8740
H 0.5703 1.0454 2.3405
H -0.8781 0.6915 1.4240
H -0.0531 2.2545 1.6417
H -1.4620 0.3827 -0.9289
H -1.0093 -2.1072 -0.7681
H 0.6469 -1.8494 -0.0992
H -0.7885 -1.4459 0.8977
*
```

The frontier orbital gap comes out at 9.59 eV. The LUMO energy comes out at -5.8 eV. The value obtained for the HOMO energy is -15.40 eV. Its SMILES is CC(=O)[C@H](C)[N+]#N.

natural (NBO) atomic charges, in units of e: number 1, C, carries -0.776; number 2, C, carries 0.612; number 3, O, carries -0.445; number 4, C, carries -0.275; number 5, C, carries -0.527; number 6, N, carries 0.147; number 7, N, carries 0.373; number 8, H, carries 0.300; number 9, H, carries 0.221; number 10, H, carries 0.312; number 11, H, carries 0.318; number 12, H, carries 0.247; number 13, H, carries 0.241; number 14, H, carries 0.253

Which structure is most stable? entry 2, by 0.0616 hartree over the runner-up.